(1)
The molecule C9H15N5O2 in a non-equilibrium geometry. Source: the OMol25 dataset; level of theory: ωB97M-V/def2-TZVPD.

CARTESIAN COORDINATES (ANGSTROEM)
C -3.138 2.652 -1.625
C -3.282 1.146 -1.440
O -1.994 0.502 -1.485
C -1.154 0.583 -0.429
O -1.355 1.267 0.580
C 0.180 -0.170 -0.517
N 0.575 -1.019 -1.597
C 1.777 -1.480 -1.355
C 2.526 -2.344 -2.311
N 2.233 -1.013 -0.167
C 1.257 -0.157 0.362
N 1.321 0.550 1.567
N 2.342 0.416 2.316
N 2.278 1.040 3.532
C 3.491 1.044 4.344
C 1.150 1.923 3.944
H -4.143 3.075 -1.684
H -2.618 2.923 -2.557
H -2.657 3.098 -0.739
H -3.789 0.919 -0.499
H -3.903 0.757 -2.271
H 3.366 -1.778 -2.764
H 2.942 -3.204 -1.782
H 1.859 -2.703 -3.113
H 3.164 -1.200 0.238
H 3.316 0.817 5.412
H 3.923 2.040 4.312
H 4.214 0.323 3.976
H 1.236 2.966 3.575
H 1.068 1.929 5.024
H 0.221 1.505 3.558

Output
* DFT total energy: -776.152698 a.u.
* HOMO energy: -0.287 hartree
* SMILES string: CCOC(=O)c1nc(C)[nH]c1/N=N/N(C)C
* maximum force: 0.0452 hartree/bohr
* LUMO energy: 0.5 eV

Löwdin charges in e:
1 C -0.0801
2 C -0.2137
3 O -0.0121
4 C -0.3871
5 O 0.0612
6 C -0.0791
7 N 0.1384
8 C -0.4146
9 C -0.0231
10 N 0.1498
11 C -0.2295
12 N 0.0630
13 N 0.0338
14 N -0.2444
15 C -0.0739
16 C -0.0420
17 H 0.0718
18 H 0.0843
19 H 0.0755
20 H 0.1204
21 H 0.1255
22 H 0.0853
23 H 0.0723
24 H 0.0870
25 H 0.1656
26 H 0.0852
27 H 0.0742
28 H 0.0741
29 H 0.0912
30 H 0.0722
31 H 0.0689

=====

(2)
An isolated ion of composition C9H15N6 and charge +1 in a non-equilibrium geometry. Source: the OMol25 dataset; level of theory: ωB97M-V/def2-TZVPD.

CARTESIAN COORDINATES (ANGSTROEM)
C 1.742 -0.482 1.110
N 2.964 -0.326 0.936
C 3.216 -0.092 -0.423
C 1.871 -0.417 -1.133
N 0.841 -0.356 -0.053
C -0.249 -1.178 0.062
N -0.921 -1.373 1.152
C -2.044 -2.025 0.808
C -1.945 -2.461 -0.471
N -0.806 -1.895 -0.957
N 0.435 1.114 -0.033
C -0.187 1.550 1.269
C -1.535 2.244 0.831
N -1.859 1.524 -0.348
C -0.612 1.348 -1.078
H 1.234 -0.752 2.011
H 4.054 -0.861 -0.730
H 3.484 0.936 -0.505
H 1.598 0.344 -1.920
H 2.008 -1.439 -1.682
H -2.784 -2.301 1.517
H -2.576 -3.048 -1.068
H -0.580 -1.919 -1.876
H 0.487 2.113 1.732
H -0.369 0.783 1.985
H -2.295 2.255 1.674
H -1.422 3.245 0.500
H -2.352 0.686 -0.087
H -0.785 0.453 -1.713
H -0.612 2.329 -1.511

Output
* DFT total energy: -680.100006 a.u.
* HOMO energy: -0.472 hartree
* total charge: +1
* SMILES string: C1=NCC[N@+]1(c1ncc[nH]1)N1CCNC1
* maximum force: 0.0856 hartree/bohr
* LUMO energy: -3.2 eV

Löwdin charges in e:
1 C -0.0811
2 N 0.1360
3 C -0.1634
4 C -0.0543
5 N -0.0999
6 C -0.3858
7 N 0.1486
8 C -0.0957
9 C -0.0286
10 N 0.1630
11 N 0.0198
12 C -0.0889
13 C -0.1546
14 N -0.0604
15 C -0.1414
16 H 0.1388
17 H 0.1753
18 H 0.1198
19 H 0.1435
20 H 0.1705
21 H 0.1138
22 H 0.1197
23 H 0.1207
24 H 0.0728
25 H 0.0943
26 H 0.1543
27 H 0.1025
28 H 0.0964
29 H 0.1319
30 H 0.1324

=====

(3)
The molecule C9H15NO in a non-equilibrium geometry. Source: the OMol25 dataset; level of theory: ωB97M-V/def2-TZVPD.

CARTESIAN COORDINATES (ANGSTROEM)
C -2.460 -1.109 -0.102
C -1.469 0.068 0.193
C -1.924 1.442 -0.428
C -1.300 0.199 1.700
C -0.131 -0.341 -0.482
N 0.370 0.372 -1.377
C 1.481 0.491 -1.986
C 2.737 0.399 -1.534
C 2.982 0.010 -0.122
C 2.138 -0.937 0.477
O 2.129 -0.994 1.829
H -2.821 -1.543 0.795
H -2.039 -1.897 -0.734
H -3.367 -0.585 -0.510
H -1.124 2.201 -0.520
H -2.452 1.180 -1.405
H -2.729 1.817 0.205
H -2.223 0.183 2.333
H -0.783 1.153 1.871
H -0.614 -0.596 2.241
H 0.278 -1.261 -0.244
H 1.374 0.812 -2.991
H 3.562 0.644 -2.168
H 3.644 0.554 0.517
H 2.005 -1.942 0.134
H 2.738 -0.319 2.310

Output
* DFT total energy: -481.785244 a.u.
* HOMO energy: -0.281 hartree
* SMILES string: CC(C)(C)/C=N/C=C\C=C\O
* maximum force: 0.0915 hartree/bohr
* LUMO energy: 0.8 eV

Löwdin charges in e:
1 C -0.0344
2 C -0.5304
3 C -0.0588
4 C -0.0808
5 C -0.0929
6 N 0.0692
7 C -0.2192
8 C -0.0855
9 C -0.0573
10 C -0.2410
11 O -0.0529
12 H 0.0512
13 H 0.0810
14 H 0.0901
15 H 0.0835
16 H 0.0960
17 H 0.0704
18 H 0.0881
19 H 0.0774
20 H 0.1132
21 H 0.0799
22 H 0.1045
23 H 0.0818
24 H 0.0852
25 H 0.1283
26 H 0.1535

=====

(4)
The molecule C9H15NO4S in a non-equilibrium geometry. Source: the OMol25 dataset; level of theory: ωB97M-V/def2-TZVPD.

CARTESIAN COORDINATES (ANGSTROEM)
C 0.551 -1.150 -1.140
C 0.467 0.723 2.453
C -1.326 1.671 1.250
C -1.893 1.067 -0.032
C -0.542 -0.527 -1.860
C 0.877 2.001 3.156
C -1.434 -2.551 -2.831
C 2.845 -0.921 -0.573
C -1.465 -1.095 -2.582
N -0.576 0.630 1.738
O 0.412 -2.054 -0.376
O 1.381 -0.325 2.534
O 0.622 1.692 -0.834
O 1.714 -0.537 -1.400
S -0.654 1.278 -1.438
H -0.680 2.499 0.937
H -1.984 2.064 1.887
H -1.960 0.019 0.120
H -2.821 1.562 -0.466
H -0.169 2.547 3.360
H 1.365 2.677 2.455
H 1.531 1.859 4.006
H -2.233 -3.014 -2.278
H -0.466 -2.818 -2.532
H -1.560 -2.775 -3.880
H 3.676 -0.408 -1.015
H 2.811 -1.954 -0.430
H 2.859 -0.510 0.463
H 0.897 -1.083 2.223
H -2.248 -0.564 -2.917

Output
* DFT total energy: -1105.729025 a.u.
* HOMO energy: -0.317 hartree
* maximum force: 0.0942 hartree/bohr
* LUMO energy: 0.7 eV

Löwdin charges in e:
1 C -0.5590
2 C -0.3989
3 C -0.3088
4 C -0.2628
5 C -0.2858
6 C 0.0073
7 C -0.0442
8 C -0.0062
9 C -0.1245
10 N 0.0574
11 O 0.1334
12 O 0.0512
13 O -0.5045
14 O -0.0419
15 S 0.9954
16 H 0.1103
17 H 0.0799
18 H 0.0629
19 H 0.1024
20 H 0.1274
21 H 0.0816
22 H 0.0721
23 H 0.0926
24 H 0.0576
25 H 0.0844
26 H 0.0911
27 H 0.0694
28 H 0.0953
29 H 0.0874
30 H 0.0776

=====

(5)
The molecule C9H15NOS in a non-equilibrium geometry. Source: the OMol25 dataset; level of theory: ωB97M-V/def2-TZVPD.

CARTESIAN COORDINATES (ANGSTROEM)
C -3.652 0.074 -0.030
C -2.397 -0.663 0.294
O -2.249 -2.053 0.080
C -1.133 -0.099 -0.334
C -0.704 1.350 0.052
S -1.227 2.856 -0.341
N 0.453 0.865 0.665
C 1.824 1.400 0.865
C 2.735 0.971 -0.253
C 2.770 -0.624 -0.353
C 1.334 -1.177 -0.503
C 0.206 -0.538 0.344
H -3.960 -0.050 -1.058
H -3.496 1.016 0.510
H -4.563 -0.341 0.459
H -2.276 -0.593 1.440
H -1.520 -2.021 -0.577
H -1.121 -0.291 -1.504
H 2.106 1.094 1.926
H 1.765 2.553 0.805
H 3.811 1.288 -0.071
H 2.515 1.341 -1.292
H 3.410 -1.049 -1.177
H 3.355 -1.093 0.414
H 0.977 -0.993 -1.600
H 1.088 -2.226 -0.067
H -0.051 -0.994 1.306

Output
* DFT total energy: -880.024936 a.u.
* HOMO energy: -0.308 hartree
* SMILES string: C[C@@H](O)[C@H]1C(=S)N2CCCC[C@H]12
* maximum force: 0.0659 hartree/bohr
* LUMO energy: 0.5 eV

Löwdin charges in e:
1 C -0.0486
2 C -0.4540
3 O -0.0320
4 C -0.2109
5 C -0.7484
6 S 0.6293
7 N -0.0729
8 C -0.1519
9 C -0.1745
10 C -0.1916
11 C -0.1327
12 C -0.2682
13 H 0.0849
14 H 0.0756
15 H 0.0917
16 H 0.1685
17 H 0.0811
18 H 0.1940
19 H 0.1440
20 H 0.1358
21 H 0.1235
22 H 0.1258
23 H 0.1150
24 H 0.0864
25 H 0.1400
26 H 0.1431
27 H 0.1474

=====

(6)
The molecule C9H15NS in a non-equilibrium geometry. Source: the OMol25 dataset; level of theory: ωB97M-V/def2-TZVPD.

CARTESIAN COORDINATES (ANGSTROEM)
H 3.734 -1.791 0.462
N 3.247 -1.141 -0.137
C 1.904 -1.370 0.038
S 1.302 -2.695 1.029
C 0.906 -0.550 -0.605
C -0.360 -0.526 -0.193
C -1.646 -0.290 0.169
C -2.748 -1.232 -0.206
C -1.894 0.909 1.124
C -0.592 1.174 1.981
C 1.283 0.288 -1.903
C 1.101 1.824 -1.585
H 2.535 -2.837 1.359
H -3.717 -0.820 -0.198
H -2.529 -1.599 -1.259
H -2.859 -2.102 0.449
H -2.763 0.581 1.775
H -2.058 1.808 0.561
H -0.708 1.965 2.616
H 0.163 1.476 1.345
H -0.397 0.176 2.438
H 2.287 0.138 -2.074
H 0.552 0.015 -2.647
H 1.836 2.147 -0.705
H 0.050 2.028 -1.320
H 1.368 2.424 -2.512

Output
* DFT total energy: -804.758081 a.u.
* HOMO energy: -0.328 hartree
* SMILES string: [H]/N=C(\S)C(=C=C(C)CC)CC
* maximum force: 0.1007 hartree/bohr
* LUMO energy: 0.4 eV

Löwdin charges in e:
1 H -0.0059
2 N 0.0711
3 C -0.6814
4 S 0.8495
5 C -0.2714
6 C 0.0074
7 C -0.2576
8 C -0.0616
9 C -0.1662
10 C -0.0703
11 C -0.1596
12 C -0.1042
13 H -0.1691
14 H 0.0531
15 H 0.1060
16 H 0.0837
17 H 0.1249
18 H 0.0932
19 H 0.0357
20 H 0.0278
21 H 0.0976
22 H 0.0537
23 H 0.1016
24 H 0.1142
25 H 0.0529
26 H 0.0750

=====

(7)
The molecule C9H15O2P in a non-equilibrium geometry. Source: the OMol25 dataset; level of theory: ωB97M-V/def2-TZVPD.

CARTESIAN COORDINATES (ANGSTROEM)
C -4.804 1.932 0.573
C -3.778 1.250 0.226
C -2.675 0.553 0.157
C -1.767 0.301 -1.082
C -0.550 -0.680 -0.825
C -0.700 -2.182 -0.693
O 0.203 -0.240 0.379
P 1.336 0.991 0.114
O 1.737 1.300 1.729
C 2.877 0.004 0.041
C 3.778 0.602 -0.718
C 3.210 -1.114 0.980
H -4.570 2.984 0.863
H -5.838 1.805 0.433
H -2.443 -0.082 0.944
H -2.391 -0.014 -1.875
H -1.378 1.323 -1.247
H 0.271 -0.457 -1.658
H 0.254 -2.602 -0.708
H -1.191 -2.686 -1.573
H -1.288 -2.565 0.148
H 1.302 2.025 2.210
H 3.423 1.413 -1.405
H 4.844 0.440 -0.709
H 2.304 -1.517 1.491
H 3.760 -2.064 0.542
H 4.074 -0.723 1.664

Output
* DFT total energy: -843.655623 a.u.
* HOMO energy: -0.331 hartree
* SMILES string: C=C=CC[C@H](C)OP(O)C(=C)C
* maximum force: 0.0620 hartree/bohr
* LUMO energy: 0.8 eV

Löwdin charges in e:
1 C -0.0058
2 C -0.1195
3 C -0.0919
4 C -0.1235
5 C -0.4014
6 C -0.0512
7 O -0.3895
8 P 0.9436
9 O -0.2888
10 C -0.5194
11 C -0.0502
12 C -0.1237
13 H 0.0763
14 H 0.0372
15 H 0.0855
16 H 0.0929
17 H 0.1012
18 H 0.1444
19 H 0.0488
20 H 0.0992
21 H 0.0864
22 H 0.0591
23 H 0.0490
24 H 0.0611
25 H 0.0675
26 H 0.1051
27 H 0.1077

=====

(8)
A 2-piece molecular cluster, C9H15P overall in a non-equilibrium geometry. Source: the OMol25 dataset; level of theory: ωB97M-V/def2-TZVPD.

CARTESIAN COORDINATES (ANGSTROEM)
C 2.892 -2.522 -0.061
C 1.515 3.849 1.001
C 1.460 -2.260 -0.352
C 1.621 2.679 0.738
C -1.676 1.485 0.110
C -2.110 0.192 0.945
C -1.077 0.843 -1.143
C -1.910 -1.107 0.137
C -0.771 -0.632 -0.774
P 0.809 -0.773 0.191
H 3.255 -3.188 -0.861
H 3.520 -1.558 0.002
H 1.422 4.825 1.376
H 3.131 -2.976 0.943
H 1.097 -2.921 -1.024
H 1.908 1.800 0.130
H -2.443 2.194 -0.086
H -0.961 1.959 0.594
H -1.492 0.146 1.805
H -3.141 0.250 1.173
H -1.814 0.901 -2.001
H -0.201 1.450 -1.511
H -1.581 -1.933 0.712
H -2.793 -1.292 -0.512
H -0.662 -1.411 -1.533

Output
* DFT total energy: -693.019623 a.u.
* multiplicity: 3
* HOMO energy (spin up / spin down): -0.230 / -0.334 hartree
* ⟨S²⟩: 2.006
* maximum force: 0.1036 hartree/bohr
* LUMO energy (spin up / spin down): 1.1 / -1.9 eV

Löwdin charges in e:
1 C -0.2107
2 C 0.0044
3 C -0.4501
4 C -0.0477
5 C -0.1569
6 C -0.1784
7 C -0.2224
8 C -0.2153
9 C -0.5369
10 P 0.9932
11 H 0.0662
12 H 0.0795
13 H 0.0042
14 H 0.0854
15 H 0.0201
16 H -0.0137
17 H 0.0973
18 H 0.0093
19 H 0.0765
20 H 0.0820
21 H 0.1190
22 H 0.1009
23 H 0.0815
24 H 0.1230
25 H 0.0897

=====

(9)
The molecule C9H16 in a non-equilibrium geometry. Source: the OMol25 dataset; level of theory: ωB97M-V/def2-TZVPD.

CARTESIAN COORDINATES (ANGSTROEM)
C -0.984 0.847 2.389
C 0.018 0.256 1.715
C 0.667 -0.798 2.666
C 0.414 0.452 0.351
C 1.558 -0.125 -0.068
C 2.114 -0.236 -1.562
C -0.425 1.213 -0.613
C -1.629 0.492 -1.163
C -1.294 -0.822 -1.953
H -1.669 1.476 1.691
H -1.383 0.631 3.363
H 0.633 -1.711 2.099
H 0.011 -0.816 3.543
H 1.742 -0.619 3.084
H 2.208 -0.718 0.530
H 1.833 0.509 -2.265
H 3.318 -0.436 -1.542
H 1.624 -1.185 -2.014
H -0.699 2.285 -0.296
H 0.266 1.487 -1.498
H -2.334 1.117 -1.733
H -2.397 0.172 -0.305
H -0.972 -0.548 -2.935
H -2.155 -1.483 -2.027
H -0.466 -1.440 -1.459

Output
* DFT total energy: -352.425674 a.u.
* HOMO energy: -0.310 hartree
* SMILES string: C=C(C)/C(=C/C)CCC
* maximum force: 0.0940 hartree/bohr
* LUMO energy: 0.9 eV

Löwdin charges in e:
1 C 0.0395
2 C -0.3196
3 C -0.0741
4 C -0.2735
5 C -0.0629
6 C -0.0888
7 C -0.2086
8 C -0.2546
9 C -0.1017
10 H 0.0846
11 H 0.0528
12 H 0.0628
13 H 0.0544
14 H 0.1085
15 H 0.0802
16 H 0.0225
17 H 0.1157
18 H 0.0785
19 H 0.1379
20 H 0.1210
21 H 0.0983
22 H 0.1346
23 H 0.0531
24 H 0.0603
25 H 0.0790

=====

> Among the records above, which one has the highest maximum force?

C9H15P

=====

> Look up the DFT total energy of the seventh one.

-843.655623 a.u.

=====

> The highest maximum force belongs to which entry?

C9H15P

=====

> What is the formula in the eighth record?

C9H15P